# 1
DFT (ωB97M-V/def2-TZVPD) results for a structure of composition C24H60FO16P4Zn at a distorted geometry.

Geometry (Å):
Zn: 2.512 -2.008 2.502
F: 2.233 -1.114 0.701
C: -3.354 -5.325 2.913
C: -3.065 -3.827 3.013
O: -1.695 -3.592 3.297
P: -1.010 -2.174 2.842
O: 0.507 -2.129 2.898
O: -1.612 -1.970 1.418
C: -1.259 -0.824 0.578
C: -2.444 -0.390 -0.243
O: -1.880 -1.060 3.627
C: -1.371 -0.577 4.835
C: -2.098 -1.379 5.944
H: -4.357 -5.588 2.578
H: -2.676 -5.680 2.136
H: -3.105 -5.775 3.874
H: -3.325 -3.361 2.062
H: -3.736 -3.420 3.771
H: -0.859 -0.047 1.229
H: -0.381 -1.113 0.001
H: -2.831 -1.290 -0.720
H: -3.270 -0.058 0.387
H: -2.247 0.425 -0.940
H: -0.284 -0.647 4.865
H: -1.699 0.458 4.935
H: -1.528 -2.291 6.124
H: -1.976 -0.882 6.906
H: -3.163 -1.577 5.821
C: -0.955 3.366 2.805
C: 0.430 3.102 3.441
O: 0.802 1.725 3.259
P: 2.250 1.149 3.813
O: 2.499 -0.241 3.397
O: 3.356 2.209 3.201
C: 4.787 1.927 3.219
C: 5.415 2.327 4.619
O: 2.165 1.574 5.367
C: 1.935 0.624 6.386
C: 2.835 0.960 7.590
H: -0.874 3.429 1.720
H: -1.669 2.578 3.045
H: -1.390 4.320 3.103
H: 1.233 3.708 3.021
H: 0.516 3.325 4.504
H: 4.964 0.887 2.945
H: 5.328 2.612 2.565
H: 4.860 1.952 5.479
H: 6.471 2.063 4.690
H: 5.346 3.409 4.730
H: 0.874 0.644 6.634
H: 2.225 -0.353 5.999
H: 2.465 1.901 7.998
H: 2.873 0.132 8.299
H: 3.839 1.122 7.198
C: -2.319 -0.556 -7.406
C: -1.875 -1.639 -6.432
O: -0.671 -2.288 -6.817
P: 0.125 -3.181 -5.794
O: -0.679 -4.210 -5.069
O: 1.423 -3.693 -6.661
C: 1.255 -4.759 -7.599
C: 1.376 -6.105 -6.748
O: 0.800 -2.103 -4.815
C: 1.487 -2.566 -3.672
C: 0.763 -2.043 -2.393
H: -2.487 -0.950 -8.408
H: -3.226 -0.070 -7.045
H: -1.566 0.230 -7.467
H: -1.718 -1.234 -5.432
H: -2.596 -2.456 -6.444
H: 0.289 -4.642 -8.090
H: 1.999 -4.800 -8.394
H: 2.351 -6.130 -6.263
H: 0.747 -6.096 -5.858
H: 1.059 -6.972 -7.328
H: 1.576 -3.651 -3.609
H: 2.516 -2.225 -3.786
H: -0.257 -2.414 -2.295
H: 1.484 -2.253 -1.602
H: 0.594 -0.968 -2.455
C: 2.779 3.159 0.088
C: 1.481 2.402 0.061
O: 0.367 3.117 -0.473
P: 0.188 3.412 -2.063
O: 1.399 3.828 -2.852
O: -1.041 4.535 -2.076
C: -2.205 4.318 -1.281
C: -3.217 5.341 -1.822
O: -0.505 2.065 -2.570
C: -0.709 1.875 -3.912
C: -2.187 2.130 -4.163
H: 3.474 2.538 0.652
H: 3.202 3.321 -0.903
H: 2.667 4.131 0.570
H: 1.417 1.401 -0.367
H: 1.073 2.304 1.067
H: -2.516 3.274 -1.328
H: -1.969 4.487 -0.230
H: -2.897 6.355 -1.581
H: -3.409 5.238 -2.890
H: -4.164 5.238 -1.292
H: -0.049 2.545 -4.464
H: -0.457 0.829 -4.086
H: -2.395 3.177 -3.944
H: -2.549 1.924 -5.170
H: -2.834 1.594 -3.469

Total energy ... -5398.6268 Eh
<S²> ... 0.76
Kohn-Sham gap (spin up / spin down) ... 6.246 / 1.969 eV
Net charge ... +2
HOMO level (spin up / spin down) ... -13.4927 / -13.4925 eV
Spin multiplicity ... 2

Mulliken atomic charge list, values in e, 2 entries: 0.902, -0.523

---

# 2
DFT (ωB97M-V/def2-TZVPD) results for a cluster of 2 separate species, C5H9NO in total at a distorted geometry.

Geometry (Å):
C: 1.244 -0.315 -1.036
C: 2.044 0.696 -0.565
N: 1.351 1.308 0.450
C: 0.134 0.695 0.628
C: 0.074 -0.379 -0.246
C: -0.960 1.393 1.366
H: 1.543 -0.957 -1.855
H: 2.835 1.168 -1.112
H: 1.632 1.991 1.141
H: -0.749 -1.058 -0.118
H: -1.909 0.883 1.372
H: -0.677 1.547 2.417
H: -1.122 2.392 0.977
H: -1.777 -2.848 -0.466
H: -3.110 -2.152 -0.252
O: -2.668 -2.770 -0.847

SMILES string ... Cc1ccc[nH]1.O
Total energy ... -325.8887 Eh
Energy relative to the best compared isomer or geometry (same formula, charge and spin) ... 128.14 kJ/mol
Kohn-Sham gap ... 8.867 eV
HOMO level ... -8.0757 eV

Mulliken atomic charge list, values in e, 2 entries: -0.526, -0.513

---

# 3
DFT (ωB97M-V/def2-TZVPD) results for a structure of composition C5H8O.

Geometry (Å):
O: 0.912 0.104 -2.407
C: 0.631 -0.346 -1.313
C: 0.962 0.880 -0.075
C: -0.370 1.007 0.419
C: -0.914 -0.067 1.148
C: -0.009 -1.475 -0.822
H: 1.680 0.411 0.603
H: 1.370 1.751 -0.584
H: -0.715 1.100 1.739
H: -1.075 1.666 -0.082
H: -1.980 -0.257 1.191
H: -0.242 -0.719 1.695
H: 0.347 -2.030 0.038
H: -0.598 -2.025 -1.549

Total energy ... -270.3620 Eh
Energy relative to the best compared isomer or geometry (same formula, charge and spin) ... 514.19 kJ/mol
Kohn-Sham gap ... 6.986 eV
HOMO level ... -7.1968 eV

Mulliken atomic charge list, values in e, 2 entries: -0.567, 0.715

---

Molecular weight per entry: 813.0; 99.1; 84.1 g mol⁻¹